Version w
Below is a molecular structure, C16H27Cl2N2O3SV, with properties calculated with ωB97M-V/def2-TZVPD.

Output
2S+1 = 2
HOMO level (spin up / spin down) = -2.43 / -2.36 eV
Total charge = -1

Geometry (Å):
1 V 1.055 -0.357 -0.008
2 Cl 6.876 3.487 -1.583
3 C 5.577 2.520 -0.888
4 C 5.679 2.135 0.449
5 C 4.620 1.412 0.978
6 Cl 4.715 0.918 2.659
7 C 3.479 1.061 0.263
8 O 2.472 0.419 0.881
9 C 3.438 1.388 -1.148
10 C 2.434 0.965 -2.031
11 O 1.377 0.189 -1.670
12 C 4.516 2.168 -1.669
13 H 6.543 2.378 1.049
14 H 2.490 1.234 -3.077
15 H 4.488 2.470 -2.709
16 N -1.255 1.830 -2.083
17 C -2.200 2.862 -1.639
18 C -3.651 2.529 -1.994
19 C -4.376 1.595 -1.022
20 C -3.564 0.397 -0.534
21 N -2.690 0.785 0.580
22 H -0.758 1.386 -1.321
23 H -0.541 2.219 -2.681
24 H -1.951 3.812 -2.116
25 H -2.121 2.999 -0.560
26 H -3.645 2.074 -2.990
27 H -4.220 3.463 -2.058
28 H -5.287 1.231 -1.505
29 H -4.690 2.171 -0.142
30 H -2.921 0.040 -1.340
31 H -4.251 -0.414 -0.272
32 H -2.052 0.033 0.810
33 H -3.236 0.986 1.409
34 C 1.827 -2.021 2.930
35 H 2.423 -2.031 2.008
36 H 1.451 -1.028 3.220
37 C -1.844 -1.760 3.327
38 C -1.369 -2.898 2.450
39 S -0.363 -2.100 0.954
40 O 1.726 -2.991 3.638
41 C -0.059 -3.672 0.041
42 C -0.363 -3.547 -1.443
43 H -2.432 -2.124 4.173
44 H -2.466 -1.062 2.758
45 H -0.991 -1.204 3.725
46 H -2.185 -3.450 1.982
47 H -0.683 -3.567 2.968
48 H -0.688 -4.442 0.494
49 H 0.985 -3.931 0.207
50 H -1.429 -3.381 -1.605
51 H -0.068 -4.459 -1.970
52 H 0.178 -2.715 -1.894

Version x
Below is a molecular structure, C16H27Cl2N2O3SV, with properties calculated with ωB97M-V/def2-TZVPD.

Output
2S+1 = 2
HOMO level (spin up / spin down) = -1.79 / -1.51 eV
Total charge = -1

Geometry (Å):
1 V -0.754 -0.191 -0.482
2 Cl -3.423 6.692 0.787
3 C -2.752 5.066 0.889
4 C -2.599 4.479 2.135
5 C -2.080 3.188 2.179
6 Cl -1.865 2.437 3.751
7 C -1.704 2.440 1.051
8 O -1.214 1.221 1.169
9 C -1.865 3.102 -0.222
10 C -1.486 2.448 -1.425
11 O -1.050 1.200 -1.497
12 C -2.399 4.404 -0.266
13 H -2.872 4.997 3.043
14 H -1.544 3.001 -2.356
15 H -2.533 4.888 -1.228
16 N 1.883 -0.047 2.549
17 C 2.229 -1.032 3.568
18 C 1.999 -2.453 3.067
19 C 0.529 -2.892 2.906
20 C -0.173 -2.640 1.562
21 N -0.681 -1.277 1.313
22 H 2.468 -0.125 1.728
23 H 1.869 0.904 2.886
24 H 1.590 -0.863 4.438
25 H 3.264 -0.951 3.913
26 H 2.481 -3.121 3.786
27 H 2.526 -2.580 2.111
28 H -0.068 -2.431 3.706
29 H 0.489 -3.972 3.073
30 H -1.021 -3.319 1.490
31 H 0.498 -2.888 0.742
32 H 0.048 -0.606 1.611
33 H -1.459 -1.054 1.913
34 C -0.885 -1.655 -1.663
35 H -0.065 -2.019 -2.287
36 H -1.776 -2.258 -1.874
37 C 2.664 0.585 -4.388
38 C 3.157 0.065 -3.038
39 S 1.852 0.126 -1.762
40 O 2.478 -0.603 -0.588
41 C 1.965 1.914 -1.409
42 C 3.254 2.304 -0.701
43 H 3.402 0.404 -5.172
44 H 2.471 1.662 -4.362
45 H 1.733 0.090 -4.679
46 H 4.028 0.601 -2.655
47 H 3.386 -1.002 -3.071
48 H 1.080 2.123 -0.803
49 H 1.829 2.425 -2.367
50 H 3.577 1.503 -0.028
51 H 3.097 3.206 -0.107
52 H 4.070 2.502 -1.402

Most stable one: version w, least stable one: version x.

Version w
Below is CH3F2PS in the gas phase, with properties calculated with ωB97M-V/def2-TZVPD.

Output
SMILES = FC(F)(P)S
HOMO level = -9.95 eV

Geometry (Å):
1 C 0.279 -0.327 0.092
2 F 0.121 -0.952 -1.110
3 F 0.579 -1.329 0.935
4 P -1.516 0.227 0.754
5 S 1.679 0.774 0.077
6 H -1.221 1.615 0.478
7 H -2.227 -0.105 -0.500
8 H 2.305 0.096 -0.726

Version x
Below is CH3F2PS in the gas phase, with properties calculated with ωB97M-V/def2-TZVPD.

Output
SMILES = F[PH2]=C(F)S
HOMO level (spin up / spin down) = -8.51 / -8.51 eV

Geometry (Å):
1 C -1.124 0.685 -1.025
2 F 0.567 0.709 2.387
3 F -1.486 1.929 -1.105
4 P -0.002 0.683 0.826
5 S -2.173 -0.549 -1.304
6 H 0.260 -0.622 0.689
7 H 1.132 1.200 0.321
8 H -1.270 -1.394 -1.392

Most stable one: version w, least stable one: version x.

Version w
Below is 2 unconnected molecules or ions with the total composition C2H6FNO, with properties calculated with ωB97M-V/def2-TZVPD.

Output
SMILES = CC=O.NF
HOMO level = -10.02 eV

Geometry (Å):
1 C 1.233 -1.150 -0.190
2 C -0.207 -1.169 -0.243
3 N -0.929 2.442 0.318
4 O -0.937 -0.482 0.417
5 F -2.135 2.118 -0.274
6 H 1.465 -2.063 0.384
7 H 1.777 -1.169 -1.136
8 H 1.492 -0.279 0.411
9 H -0.525 -1.996 -1.016
10 H -0.965 2.119 1.289
11 H -0.269 1.630 0.040

Version x
Below is C2H6FNO in the gas phase, with properties calculated with ωB97M-V/def2-TZVPD.

Output
SMILES = C[C@@H](F)ON
HOMO level = -10.04 eV

Geometry (Å):
1 C -0.832 -1.115 0.951
2 C -0.220 -0.440 -0.346
3 N 1.150 1.398 -0.860
4 O 0.198 0.957 0.175
5 F -1.048 -0.290 -1.413
6 H -1.803 -1.487 0.871
7 H -0.119 -1.785 1.214
8 H -0.853 -0.299 1.613
9 H 0.851 -0.812 -0.620
10 H 1.991 1.592 -0.362
11 H 0.686 2.283 -1.223

Most stable one: version x, least stable one: version w.

Version w
Below is 2 unconnected molecules or ions with the total composition C3H4NO2, with properties calculated with ωB97M-V/def2-TZVPD.

Output
HOMO level = -2.11 eV
Total charge = -1

Geometry (Å):
1 C 0.397 0.350 0.254
2 C 2.714 0.051 0.029
3 C -1.895 -0.408 -0.110
4 N -0.457 -0.544 0.118
5 O 3.030 -1.064 -0.007
6 O 3.021 1.214 -0.044
7 H 0.210 1.393 0.125
8 H -2.256 -1.156 -0.945
9 H -2.292 0.671 -0.394
10 H -2.473 -0.508 0.973

Version x
Below is a molecular structure, C3H4NO2, with properties calculated with ωB97M-V/def2-TZVPD.

Output
HOMO level = -3.15 eV
Total charge = -1

Geometry (Å):
1 C 0.445 0.273 -0.243
2 C 2.478 0.222 -0.009
3 C -1.815 -0.198 0.303
4 N -0.437 -0.026 0.597
5 O 2.858 -0.887 -0.335
6 O 2.959 1.302 0.266
7 H 0.126 0.315 -1.313
8 H -1.909 -1.305 0.500
9 H -2.017 0.136 -0.774
10 H -2.689 0.169 1.008

Most stable one: version x, least stable one: version w.

Version w
Below is 2 unconnected molecules or ions with the total composition C3H7ClS, with properties calculated with ωB97M-V/def2-TZVPD.

Output
SMILES = CSCl.C=C
HOMO level = -8.88 eV

Geometry (Å):
1 C 2.156 0.902 0.604
2 C 2.391 1.153 -0.666
3 C -2.391 -1.609 0.072
4 S -1.161 -0.335 -0.332
5 Cl -2.250 1.343 -0.020
6 H 2.060 -0.096 0.993
7 H 2.038 1.700 1.320
8 H 2.480 2.161 -1.037
9 H 2.501 0.367 -1.392
10 H -3.109 -1.707 -0.739
11 H -1.833 -2.533 0.192
12 H -2.882 -1.345 1.005

Version x
Below is a molecular structure, C3H7ClS, with properties calculated with ωB97M-V/def2-TZVPD.

Output
HOMO level = -9.10 eV

Geometry (Å):
1 C 1.072 0.516 0.148
2 C -0.440 0.655 -0.219
3 C -1.174 -0.446 0.397
4 H 1.245 -1.733 -1.318
5 H 1.695 1.393 -0.380
6 H 1.180 0.359 1.267
7 H -0.429 0.685 -1.382
8 H -0.689 1.758 -0.149
9 H -1.141 -0.328 1.565
10 H -0.556 -1.278 0.168
11 S 2.056 -0.924 -0.018
12 Cl -2.820 -0.658 -0.079

Most stable one: version w, least stable one: version x.

Version w
Below is C5H7OP in the gas phase, with properties calculated with ωB97M-V/def2-TZVPD.

Output
HOMO level (spin up / spin down) = -7.76 / -7.80 eV

Geometry (Å):
1 C -1.460 -0.866 1.298
2 C -0.902 1.419 0.783
3 C 0.167 -0.921 -0.446
4 C -0.564 -1.539 0.546
5 C 1.042 1.864 -1.418
6 O -0.547 -2.950 0.649
7 P 0.415 0.758 -0.022
8 H -1.961 -1.208 2.129
9 H -0.849 1.795 1.806
10 H 0.849 -1.392 -1.172
11 H 1.388 2.661 -0.714
12 H 0.295 2.414 -2.044
13 H 1.760 1.150 -1.875
14 H 0.367 -3.184 0.480

Version x
Below is C5H7OP in the gas phase, with properties calculated with ωB97M-V/def2-TZVPD.

Output
SMILES = CC1=C2OP2CC1
HOMO level (spin up / spin down) = -8.39 / -8.39 eV

Geometry (Å):
1 C 0.429 -0.677 -0.320
2 C 1.079 -0.815 -1.447
3 C 0.339 0.811 0.082
4 C 0.250 1.487 -1.269
5 C -0.175 -1.733 0.565
6 O 0.873 -0.812 -3.022
7 P 1.601 0.636 -2.440
8 H -0.557 0.903 0.753
9 H 1.209 1.167 0.653
10 H -0.626 1.117 -1.701
11 H 0.345 2.650 -1.410
12 H 0.208 -1.522 1.507
13 H -0.074 -2.714 0.088
14 H -1.329 -1.557 0.450

Most stable one: version x, least stable one: version w.

Version w
Below is a molecular structure, C4H8CuLiO3, with properties calculated with ωB97M-V/def2-TZVPD.

Output
2S+1 = 2
HOMO level (spin up / spin down) = -9.33 / -11.89 eV
Total charge = +1

Geometry (Å):
1 C 1.806 1.418 0.112
2 C 0.307 1.457 0.501
3 C -0.055 -0.013 0.325
4 C -1.386 -0.338 0.808
5 O -1.799 -1.488 0.962
6 O 2.655 2.137 0.827
7 Cu 3.252 3.781 2.305
8 Li -1.688 -3.074 -0.047
9 H 1.959 1.271 -0.976
10 H 1.415 -0.171 0.313
11 H -0.273 2.076 -0.201
12 H 0.247 1.790 1.549
13 H 0.103 -0.459 -0.666
14 H -2.075 0.507 1.000
15 O -1.604 -3.017 -1.908
16 H -1.448 -3.713 -2.552
17 H -1.414 -2.164 -2.354

Version x
Below is a molecular structure, C4H8CuLiO3, with properties calculated with ωB97M-V/def2-TZVPD.

Output
2S+1 = 2
HOMO level (spin up / spin down) = -11.24 / -11.23 eV
Total charge = +1

Geometry (Å):
1 C -4.975 -3.941 4.637
2 C -3.567 -3.770 5.315
3 C -3.359 -2.374 5.754
4 C -2.429 -1.535 5.061
5 O -2.624 -0.324 4.847
6 O -5.089 -5.065 3.908
7 Cu -4.539 -7.162 3.346
8 Li -4.186 0.721 4.803
9 H -5.256 -2.922 4.102
10 H -5.714 -3.865 5.467
11 H -2.793 -4.077 4.596
12 H -3.540 -4.480 6.154
13 H -3.902 -1.884 6.567
14 H -1.546 -2.023 4.608
15 O -5.711 -0.397 4.877
16 H -6.629 -0.130 4.975
17 H -5.578 -1.261 5.477

Most stable one: version x, least stable one: version w.

Version w
Below is H4Si4 in the gas phase, with properties calculated with ωB97M-V/def2-TZVPD.

Output
HOMO level = -7.61 eV

Geometry (Å):
1 Si 0.424 1.353 0.029
2 Si -1.487 -1.367 0.049
3 Si 0.703 -0.881 -0.018
4 Si -2.006 0.894 -0.086
5 H 0.918 2.064 -1.133
6 H -1.429 -2.764 -0.544
7 H 1.916 -1.284 0.499
8 H 0.960 1.985 1.205

Version x
Below is a molecular structure, H4Si4, with properties calculated with ωB97M-V/def2-TZVPD.

Output
HOMO level = -6.93 eV

Geometry (Å):
1 Si -0.240 1.495 -0.337
2 Si -0.311 -1.443 -0.282
3 Si 1.667 -0.076 -0.348
4 Si -2.157 0.009 -0.334
5 H 0.345 2.824 0.222
6 H -0.836 -2.836 0.019
7 H 2.049 -0.424 -1.926
8 H -0.914 -0.257 1.379

Most stable one: version w, least stable one: version x.